[1]
The following is a quantum chemistry calculation of 3 unconnected molecules or ions with the total composition C4H5ClF2OS, from OMol25.

Geometry as XYZ:
```
14
Properties=species:S:1:pos:R:3
H -1.15 0.00 -1.77
C 0.64 -1.22 1.68
H 2.59 0.51 1.28
F 3.50 -0.18 3.02
C 3.31 -0.11 1.66
Cl 4.06 -1.26 0.75
H -2.55 1.92 -0.53
H -3.69 1.90 -1.90
C -2.82 1.35 -1.38
C -2.00 0.57 -2.08
H -2.64 0.20 -2.90
O 1.02 -1.05 -0.78
F -0.23 -1.34 2.71
S -0.04 -1.30 0.24
```

ΔE to the lowest compared entry with this formula, charge and spin   523.59 kJ/mol
Strongest force on any atom   0.07681 Eh/bohr
Kohn-Sham gap (alpha / beta)   5.970 / 8.874 eV

For reference, the natural (NBO) charges in units of e are: H 0.20; C 0.03; H 0.19; F -0.31; C 0.19; Cl 0.14; H 0.18; H 0.19; C -0.38; C -0.39; H 0.20; O -0.94; F -0.32; S 1.01

[2]
The following is a quantum chemistry calculation of a single C4H5ClFNO molecule, from OMol25.

Geometry as XYZ:
```
13
Properties=species:S:1:pos:R:3
C -0.99 -0.07 -0.05
O 0.76 -1.27 1.09
H -0.99 -1.11 1.82
H 2.18 0.58 -1.18
H -0.12 0.66 1.94
Cl -0.45 0.17 -2.58
H -1.42 -1.03 -0.36
C -0.32 -0.31 1.31
F 0.16 1.89 -0.73
H -1.92 0.59 0.03
C 1.38 0.03 -0.66
N 1.69 -0.67 0.29
C 0.04 0.53 -0.94
```

ΔE to the lowest compared entry with this formula, charge and spin   255.18 kJ/mol
Strongest force on any atom   0.08872 Eh/bohr
SMILES   F[C@@]1(Cl)C=NOCC1
Kohn-Sham gap   10.626 eV

For reference, the natural (NBO) charges in units of e are: C -0.49; O -0.36; H 0.22; H 0.22; H 0.21; Cl -0.01; H 0.25; C -0.12; F -0.34; H 0.25; C -0.01; N -0.08; C 0.27

[3]
The following is a quantum chemistry calculation of a single C4H5ClFNO molecule, from OMol25.

Geometry as XYZ:
```
13
Properties=species:S:1:pos:R:3
N 0.48 -0.10 0.51
H 1.06 1.83 -2.07
H 0.53 -2.00 1.62
O -0.31 -0.26 -1.70
H 0.08 2.45 -0.78
C -1.31 -1.53 0.80
F -2.09 -0.64 0.22
C 0.22 0.38 -0.78
H 1.70 1.86 -0.38
H 0.87 0.55 1.14
C -0.06 -1.26 1.09
C 0.88 1.71 -1.03
Cl -2.05 -2.98 1.36
```

ΔE to the lowest compared entry with this formula, charge and spin   41.22 kJ/mol
Strongest force on any atom   0.04799 Eh/bohr
SMILES   CC(=O)N/C=C(\F)Cl
Kohn-Sham gap   9.976 eV

For reference, the natural (NBO) charges in units of e are: N -0.63; H 0.25; H 0.22; O -0.59; H 0.23; C 0.36; F -0.29; C 0.68; H 0.21; H 0.39; C -0.15; C -0.70; Cl 0.02

[4]
The following is a quantum chemistry calculation of a single C4H5ClFNO molecule, from OMol25.

Geometry as XYZ:
```
13
Properties=species:S:1:pos:R:3
F -1.17 -1.75 -0.67
H 0.03 -0.97 1.78
C -0.55 -0.19 1.22
Cl -3.17 -0.67 -0.07
C -0.47 0.55 -0.26
O 2.27 1.37 0.37
H 2.96 -0.12 -0.73
N 0.74 0.38 -1.00
C 2.02 0.50 -0.44
C -1.43 -0.64 -0.08
H 0.96 -0.56 -1.69
H -0.84 1.62 -0.20
H -1.35 0.48 1.77
```

ΔE to the lowest compared entry with this formula, charge and spin   288.56 kJ/mol
Strongest force on any atom   0.12702 Eh/bohr
SMILES   O=CN[C@@H]1C[C@@]1(F)Cl
Kohn-Sham gap   10.458 eV

For reference, the natural (NBO) charges in units of e are: F -0.32; H 0.26; C -0.48; Cl -0.01; C -0.08; O -0.57; H 0.14; N -0.65; C 0.51; C 0.32; H 0.40; H 0.25; H 0.23

[5]
The following is a quantum chemistry calculation of 2 unconnected molecules or ions with the total composition C4H5ClN2, from OMol25.

Geometry as XYZ:
```
12
Properties=species:S:1:pos:R:3
H -0.09 0.17 2.16
C -0.37 0.92 0.00
C -1.39 1.74 -0.35
C 0.32 0.33 1.14
C -0.14 -0.56 0.00
H -1.06 -1.16 0.19
H 1.33 0.54 1.09
Cl 2.36 0.97 -1.56
H 1.14 2.39 -0.39
N 1.00 1.96 -1.37
N -2.19 2.55 -0.57
H 0.59 -1.09 -0.75
```

ΔE to the lowest compared entry with this formula, charge and spin   542.96 kJ/mol
Strongest force on any atom   0.08702 Eh/bohr
Kohn-Sham gap (alpha / beta)   8.439 / 8.438 eV

For reference, the natural (NBO) charges in units of e are: H 0.25; C 0.03; C 0.22; C -0.43; C -0.42; H 0.24; H 0.23; Cl 0.11; H 0.34; N -0.58; N -0.26; H 0.25

[6]
The following is a quantum chemistry calculation of 2 unconnected molecules or ions with the total composition C4H5ClN2, from OMol25.

Geometry as XYZ:
```
12
Properties=species:S:1:pos:R:3
C 0.51 -0.35 0.89
N 0.43 -0.17 -0.47
H -1.59 2.16 0.59
H 1.11 -1.12 1.30
Cl 2.21 -1.89 -1.04
N 0.95 -0.85 -1.46
C -0.44 0.87 -0.73
H -0.46 0.69 2.54
H -0.89 -2.44 -1.81
H -0.64 1.17 -1.74
C -0.29 0.57 1.49
C -0.90 1.35 0.45
```

ΔE to the lowest compared entry with this formula, charge and spin   82.73 kJ/mol
Strongest force on any atom   0.03153 Eh/bohr
Multiplicity   3
Kohn-Sham gap (alpha / beta)   9.145 / 7.997 eV

For reference, the natural (NBO) charges in units of e are: C -0.09; N -0.18; H 0.23; H 0.23; Cl 0.13; N -0.17; C -0.06; H 0.23; H -0.01; H 0.23; C -0.26; C -0.27

[7]
The following is a quantum chemistry calculation of a single C4H5ClN2S molecule, from OMol25.

Geometry as XYZ:
```
13
Properties=species:S:1:pos:R:3
N 2.34 -0.12 0.14
C 0.21 1.29 -0.09
H 0.33 -2.02 0.07
H -2.44 -2.60 0.21
C -1.24 -0.53 -0.16
H 2.62 0.11 -0.76
N 0.97 0.14 -0.05
H 2.62 0.71 0.82
H 0.67 2.24 0.05
C 0.06 -0.98 -0.12
C -1.10 0.92 -0.20
Cl -2.26 2.18 0.04
S -2.80 -1.33 0.04
```

ΔE to the lowest compared entry with this formula, charge and spin   199.10 kJ/mol
Strongest force on any atom   0.09578 Eh/bohr
SMILES   Nn1cc(S)c(Cl)c1
Kohn-Sham gap   8.972 eV

For reference, the natural (NBO) charges in units of e are: N -0.59; C -0.09; H 0.22; H 0.13; C -0.26; H 0.35; N -0.19; H 0.35; H 0.22; C -0.09; C -0.14; Cl 0.01; S 0.05

[8]
The following is a quantum chemistry calculation of 2 unconnected molecules or ions with the total composition C4H5ClO, from OMol25.

Geometry as XYZ:
```
11
Properties=species:S:1:pos:R:3
H -1.95 1.55 0.39
Cl 3.45 0.98 0.05
H -1.94 0.19 1.28
C 2.83 -0.54 -0.44
C -1.57 0.46 0.27
C 0.81 0.20 -0.69
H 2.86 -0.91 -1.51
H -2.35 0.03 -0.39
O 2.99 -1.58 0.42
H 3.23 -1.38 1.32
C -0.22 0.25 -0.06
```

ΔE to the lowest compared entry with this formula, charge and spin   435.22 kJ/mol
Strongest force on any atom   0.09832 Eh/bohr
Kohn-Sham gap   9.154 eV

For reference, the natural (NBO) charges in units of e are: H 0.23; Cl 0.05; H 0.24; C 0.19; C -0.71; C -0.16; H 0.24; H 0.23; O -0.66; H 0.50; C -0.15

[9]
The following is a quantum chemistry calculation of 2 unconnected molecules or ions with the total composition C4H5ClO, from OMol25.

Geometry as XYZ:
```
11
Properties=species:S:1:pos:R:3
H 2.41 0.28 -1.33
H 1.65 -1.61 -0.93
Cl -3.16 -0.81 0.07
H -2.48 1.19 1.05
C 0.45 0.10 -0.04
C 1.77 -0.40 -0.56
O 2.67 -0.55 0.58
H -2.24 1.27 -0.85
C -2.08 0.73 0.16
H 1.71 -0.59 1.69
C -0.69 0.38 0.14
```

ΔE to the lowest compared entry with this formula, charge and spin   487.71 kJ/mol
Strongest force on any atom   0.11460 Eh/bohr
Kohn-Sham gap   9.733 eV

For reference, the natural (NBO) charges in units of e are: H 0.23; H 0.21; Cl -0.10; H 0.25; C -0.01; C -0.15; O -0.68; H 0.26; C -0.40; H 0.44; C -0.04

[10]
The following is a quantum chemistry calculation of a single C4H5ClO molecule, from OMol25.

Geometry as XYZ:
```
11
Properties=species:S:1:pos:R:3
C 0.48 -0.45 0.16
H 0.66 0.53 1.91
H -2.12 0.74 -2.39
Cl 2.07 -0.49 -0.71
O 0.23 -1.56 0.90
C 0.32 0.82 1.00
C -1.34 0.29 -1.87
C -0.64 -0.28 -1.11
H 0.24 -2.46 0.36
H -0.77 1.13 1.01
H 0.88 1.73 0.74
```

ΔE to the lowest compared entry with this formula, charge and spin   232.99 kJ/mol
Strongest force on any atom   0.11706 Eh/bohr
SMILES   C#C[C@@](C)(O)Cl
Kohn-Sham gap   10.979 eV

For reference, the natural (NBO) charges in units of e are: C 0.29; H 0.22; H 0.23; Cl -0.07; O -0.70; C -0.64; C -0.26; C -0.07; H 0.51; H 0.24; H 0.24

[11]
The following is a quantum chemistry calculation of 2 unconnected molecules or ions with the total composition C4H5ClO2, from OMol25.

Geometry as XYZ:
```
12
Properties=species:S:1:pos:R:3
Cl -2.96 -0.43 -0.07
H 1.37 0.35 0.65
H -0.90 -2.30 0.00
C 0.17 -1.83 -0.03
C -0.15 -0.26 -0.19
H 1.21 2.50 1.29
C -1.37 0.22 -0.18
H 1.53 0.27 -1.10
H -1.51 1.28 0.09
C 0.88 0.58 -0.20
O 0.48 1.93 -0.20
O 1.26 -2.30 -0.06
```

ΔE to the lowest compared entry with this formula, charge and spin   574.29 kJ/mol
Strongest force on any atom   0.17071 Eh/bohr
Kohn-Sham gap   7.314 eV

For reference, the natural (NBO) charges in units of e are: Cl 0.00; H 0.20; H 0.13; C 0.45; C -0.19; H 0.39; C -0.18; H 0.18; H 0.24; C -0.13; O -0.59; O -0.50

[12]
The following is a quantum chemistry calculation of a single C4H5ClS2 molecule, from OMol25.

Geometry as XYZ:
```
12
Properties=species:S:1:pos:R:3
H -0.72 -1.95 -1.66
H -2.39 -0.96 -1.98
H 2.55 -0.98 0.52
Cl -1.14 0.48 1.93
S 1.47 1.31 -1.29
H -2.74 -0.71 0.38
C -1.78 -0.15 0.49
H -0.73 -0.24 -2.84
S 1.26 -1.17 0.55
C -1.21 -0.84 -1.92
C -0.94 -0.09 -0.56
C 0.56 0.17 -0.56
```

ΔE to the lowest compared entry with this formula, charge and spin   194.64 kJ/mol
Strongest force on any atom   0.06722 Eh/bohr
SMILES   C/C(=C/Cl)C(=S)S
Kohn-Sham gap   8.358 eV

For reference, the natural (NBO) charges in units of e are: H 0.24; H 0.23; H 0.13; Cl 0.04; S 0.10; H 0.24; C -0.23; H 0.25; S 0.02; C -0.65; C -0.12; C -0.25

Calculated total energy? In order: -1288.47841; -845.36955; -845.45104; -845.35683; -724.92880; -724.90755; -1123.23692; -690.65532; -690.63533; -690.73234; -765.83468; -1411.88947 a.u..